DFT (wB97M-V/def2-TZVPD) results for a molecular structure, C43H43BrCdN6O2S.

Last column: Mulliken charge in e.
Atoms and positions in Å:
Cd: -0.02666 -0.09177 -0.19810  2.506
C: -1.21559 -4.31790 3.52539  -0.578
C: -0.52489 -4.62527 2.35933  -0.914
C: -0.59137 -3.77320 1.26890  0.756
C: -1.36242 -2.61380 1.33205  -1.550
C: -2.04095 -2.29852 2.50228  0.047
C: -1.96420 -3.15207 3.59301  -0.661
N: -1.42974 -1.74220 0.21705  0.779
C: -2.16154 -2.11140 -0.82281  0.857
C: -2.87826 -3.36717 -0.88734  -1.076
C: -3.59457 -3.72738 -1.98634  -0.637
C: -3.69887 -2.89418 -3.12820  -0.882
C: -3.06351 -1.68697 -3.10173  -0.121
C: -2.30833 -1.28016 -1.98527  -0.064
N: -1.70824 -0.05246 -1.91750  0.979
N: -1.80558 0.75246 -2.87976  -1.380
C: -1.20381 2.00067 -2.56686  0.087
C: -0.63891 2.71814 -3.61914  -0.512
C: -0.01626 3.91362 -3.32178  -0.360
C: 0.00381 4.35637 -2.00431  -0.638
C: -0.61228 3.57960 -1.03582  -0.226
N: -1.22115 2.42964 -1.31259  -0.072
H: -1.14412 -4.96922 4.38833  0.358
H: 0.08446 -5.52003 2.30158  0.395
H: -0.04823 -3.99499 0.35848  0.671
H: -2.57153 -1.35912 2.56645  0.322
H: -2.46274 -2.87773 4.51468  0.325
H: -2.81602 -4.02983 -0.03606  0.377
H: -4.09896 -4.68888 -1.98970  0.369
H: -4.27357 -3.21132 -3.98862  0.347
H: -3.11432 -1.00407 -3.94022  0.427
H: -0.66540 2.30427 -4.61696  0.433
H: 0.46535 4.48754 -4.10498  0.345
H: 0.49915 5.27437 -1.72118  0.393
H: -0.59859 3.87342 0.00732  0.304
N: -1.93917 1.89212 1.73883  -0.392
C: -1.94912 2.92428 2.63514  -0.051
C: -2.61451 4.11954 2.32672  -0.445
C: -2.76132 5.13021 3.26073  -0.411
C: -2.25873 4.95874 4.54239  -0.723
C: -1.55707 3.79537 4.83574  -0.721
C: -1.32291 2.78542 3.90552  0.588
C: -0.42169 1.63229 4.23605  0.803
C: 0.55460 1.85988 5.21552  -0.963
C: 1.40473 0.84329 5.62126  -0.541
C: 1.27765 -0.40811 5.02614  -0.980
C: 0.33864 -0.59339 4.02337  0.242
C: -0.54315 0.39669 3.55147  -0.249
H: -1.46993 1.03399 2.11909  -0.308
H: -1.91012 2.10224 0.75106  0.138
H: -3.05605 4.21912 1.34140  0.437
H: -3.29691 6.03457 2.99430  0.349
H: -2.40430 5.71715 5.30282  0.358
H: -1.15366 3.66573 5.83370  0.387
H: 0.68063 2.84701 5.64536  0.305
H: 2.16992 1.03083 6.36759  0.325
H: 1.93260 -1.22068 5.32563  0.360
H: 0.30368 -1.58115 3.56695  0.490
C: 2.87979 -7.17887 0.36990  -1.710
C: 3.61605 -6.47854 -0.78004  2.023
C: 3.54543 -7.38764 -2.00748  -2.127
C: 5.09252 -6.30773 -0.39755  -1.817
C: 2.98838 -5.11131 -1.03546  -0.316
C: 2.93995 -4.16918 -0.00974  0.103
C: 2.36188 -2.93862 -0.21318  -0.268
Br: 2.29159 -1.73830 1.25437  -0.185
C: 1.76649 -2.52820 -1.44570  0.857
O: 1.18134 -1.39350 -1.56523  -1.226
C: 1.85888 -3.48443 -2.50006  -0.631
C: 2.44778 -4.72366 -2.25287  -0.154
C: 1.33866 -3.25527 -3.93014  2.417
C: 2.49522 -3.46930 -4.92150  -1.856
C: 0.75996 -1.86784 -4.22114  -2.535
C: 0.22400 -4.27218 -4.22953  -1.646
H: 3.30596 -8.16881 0.55749  0.450
H: 1.82234 -7.29587 0.12954  0.371
H: 2.94643 -6.60318 1.29255  0.338
H: 3.99495 -8.35600 -1.77212  0.438
H: 4.08726 -6.96216 -2.85378  0.374
H: 2.51389 -7.56080 -2.31812  0.382
H: 5.55906 -7.27790 -0.20121  0.454
H: 5.19829 -5.69360 0.49632  0.326
H: 5.63933 -5.81597 -1.20332  0.374
H: 3.34284 -4.38955 0.97101  0.394
H: 2.47831 -5.42676 -3.07434  0.154
H: 3.30022 -2.76107 -4.72078  0.400
H: 2.14477 -3.30952 -5.94466  0.475
H: 2.91075 -4.47605 -4.86010  0.263
H: 1.48723 -1.07555 -4.05708  0.384
H: -0.10131 -1.65141 -3.59864  0.544
H: 0.44367 -1.85240 -5.27008  0.525
H: 0.56757 -5.30288 -4.12941  0.288
H: -0.14481 -4.13414 -5.24983  0.487
H: -0.61282 -4.12500 -3.54410  0.220
O: 3.18604 2.87088 -1.14651  -0.576
S: 2.27228 1.72016 -1.10513  0.301
N: 1.32905 1.58554 0.02569  -0.697

Results
Energy   -5283.338822 a.u.
ΔE to the lowest compared entry with this formula, charge and spin   2.455 eV
E_LUMO   0.141 hartree
Total charge   -2
HOMO-LUMO gap   5.188 eV